a:
Computed, not measured: a cluster of 10 separate species, C30H60O10 in total, with ωB97M-V/def2-TZVPD.

As for the total charge: 0. The calculation puts the frontier orbital gap at 9.6857 eV. The LUMO energy is 0.018 hartree. Its SMILES is CC(C)=O.CC(C)=O.CC(C)=O.CC(C)=O.CC(C)=O.CC(C)=O.CC(C)=O.CC(C)=O.CC(C)=O.CC(C)=O.

```
100
C30H60O10, DFT ωB97M-V/def2-TZVPD
C 15.4119 9.3150 8.8703
C 16.0946 9.6952 10.2332
C 15.2784 9.6681 11.5193
O 17.2845 9.8093 10.2892
H 15.6027 10.1327 8.1438
H 14.3788 9.1212 9.0393
H 15.7981 8.3783 8.4272
H 14.5773 8.8935 11.2893
H 14.7479 10.5722 11.7649
H 15.9956 9.5385 12.3736
C 9.2694 11.0017 11.7631
C 10.2222 10.0910 12.6242
C 11.6707 10.2850 12.3152
O 9.7929 9.2060 13.3266
H 8.9314 10.3661 10.9208
H 9.7024 11.9498 11.3868
H 8.3640 11.1119 12.3657
H 11.8894 9.9915 11.3014
H 12.3540 9.6721 12.9413
H 11.9038 11.3176 12.5520
C 14.7881 10.7051 20.0935
C 15.3115 10.8155 21.4578
C 16.3468 9.7656 21.8006
O 14.9164 11.6329 22.2582
H 15.6507 11.0813 19.5352
H 13.9115 11.2769 19.7949
H 14.8370 9.7122 19.6985
H 16.0329 8.8653 21.2573
H 16.5689 9.6140 22.8731
H 17.2727 10.0135 21.2402
C 11.9028 5.4437 19.3616
C 11.9658 4.8622 18.0104
C 11.0577 3.7407 17.6452
O 12.8559 5.2037 17.1893
H 12.6897 6.1372 19.5657
H 12.0157 4.6520 20.1128
H 10.9628 5.9995 19.4889
H 11.1079 3.5752 16.5618
H 9.9978 3.8300 17.9412
H 11.3518 2.8714 18.2466
C 16.9215 6.5310 16.5704
C 16.4862 7.1968 17.8419
C 15.7785 6.2382 18.7802
O 16.7116 8.3361 18.1641
H 16.2566 5.6782 16.3547
H 17.9693 6.1357 16.6321
H 16.9658 7.1506 15.7007
H 14.8988 5.7866 18.3227
H 15.5944 6.6136 19.8000
H 16.4442 5.4094 18.8968
C 12.3315 2.6425 13.2948
C 12.4880 2.3696 11.8106
C 13.3059 1.2292 11.3752
O 12.0262 3.1933 11.0188
H 11.3631 2.2098 13.5711
H 12.4051 3.7048 13.5374
H 13.1311 2.1609 13.7406
H 14.3108 1.2748 11.7831
H 13.4650 1.3431 10.3049
H 12.7149 0.3521 11.5937
C 9.5871 12.8343 15.5795
C 10.5152 11.7621 16.1162
C 10.1836 11.0373 17.3733
O 11.4576 11.4462 15.4194
H 8.5124 12.6006 15.6609
H 9.7735 12.9972 14.5483
H 9.7286 13.8419 16.0845
H 9.2497 11.3061 17.9205
H 11.0401 11.1908 18.0141
H 10.1352 9.9826 17.1662
C 13.2594 8.6433 15.9035
C 11.9308 7.9318 16.1604
C 11.4151 7.1219 15.0400
O 11.2465 8.1182 17.1564
H 14.0072 7.8554 15.9727
H 13.3279 9.3683 16.7055
H 13.3236 8.9905 14.9094
H 12.1061 6.3174 14.7675
H 11.4310 7.6962 14.1613
H 10.4219 6.6419 15.2069
C 13.5875 5.6766 9.2435
C 12.3696 6.3310 9.8736
C 10.9923 5.8237 9.3353
O 12.5242 7.2582 10.6307
H 14.3999 5.7243 9.9689
H 13.7520 6.2379 8.3251
H 13.3426 4.6624 8.9304
H 11.1166 5.7884 8.2667
H 10.1384 6.5054 9.6346
H 10.8192 4.8475 9.7967
C 14.5869 5.7384 13.2329
C 15.5518 4.6606 12.9315
C 17.0423 5.0509 12.4820
O 15.2121 3.4979 13.0117
H 13.6194 5.4537 12.8088
H 15.0222 6.6713 12.8877
H 14.5471 5.6678 14.3241
H 17.5961 5.5574 13.2842
H 17.0964 5.7830 11.6756
H 17.5230 4.1170 12.2528
```

b:
Computed, not measured: a structure of composition C30H60O10, with ωB97M-V/def2-TZVPD.

As for the total charge: 0. The calculation puts the frontier orbital gap at 8.1259 eV. The LUMO energy is -0.004 hartree.

```
100
C30H60O10, DFT ωB97M-V/def2-TZVPD
C -0.7020 -3.1829 1.8221
C -0.9877 -4.3208 2.8108
O -0.7254 -4.2373 4.0143
C -1.5194 -5.6095 2.2966
H -1.5916 -2.7369 1.3773
H -0.0928 -3.4448 0.9570
H -0.1421 -2.4231 2.3674
H -0.9678 -5.8985 1.4020
H -2.5423 -5.4026 1.9821
H -1.5306 -6.3645 3.0828
C -0.5396 -3.0030 -3.0974
C -0.0925 -2.6927 -1.6611
O -0.5317 -3.2690 -0.6716
C 0.9834 -1.6391 -1.5194
H 0.0940 -2.5559 -3.8634
H -1.5596 -2.6502 -3.2499
H -0.5306 -4.0652 -3.3420
H 1.4248 -1.8016 -0.5361
H 0.5948 -0.6251 -1.6141
H 1.7100 -1.7475 -2.3246
C -1.1359 4.3838 -1.9695
C -0.5359 3.0758 -1.6420
O 0.1598 2.9096 -0.6883
C -0.9087 1.9511 -2.5308
H -1.6184 4.2191 -2.9329
H -0.4253 5.1535 -2.2707
H -1.8757 4.6726 -1.2228
H -0.8042 0.9857 -2.0355
H -0.2380 1.9984 -3.3887
H -1.9286 2.0817 -2.8927
C -6.1187 0.7510 2.5235
C -4.5932 0.9401 2.3257
O -3.8678 0.9298 3.3185
C -4.0524 0.9585 0.8465
H -6.4264 0.7244 3.5688
H -6.3902 -0.1933 2.0517
H -6.6864 1.6070 2.1587
H -3.0845 0.4573 0.8466
H -3.8685 1.9821 0.5200
H -4.7420 0.3693 0.2421
C 1.4814 0.3564 0.5142
C 0.0845 -0.1882 0.8312
O -0.0652 -0.9977 1.7548
C -1.0366 0.4134 0.0290
H 2.2351 -0.0843 1.1668
H 1.4668 1.4385 0.6437
H 1.7299 0.0798 -0.5105
H -1.9187 -0.2146 0.1534
H -0.7086 0.3796 -1.0099
H -1.3799 1.3774 0.4043
C 4.8999 -0.3022 -3.5004
C 4.0938 -0.9355 -2.3490
O 3.4035 -1.9691 -2.4870
C 4.0500 -0.2289 -0.9994
H 5.8787 -0.0871 -3.0717
H 4.4031 0.6167 -3.8116
H 5.0238 -0.9963 -4.3316
H 4.1329 -0.9528 -0.1887
H 3.1164 0.3336 -1.0026
H 4.8189 0.5423 -0.9544
C -2.7682 -1.4794 -1.4540
C -3.0744 -0.0088 -1.6873
O -3.3281 0.7741 -0.7739
C -3.0188 0.5113 -3.1099
H -3.6880 -1.9362 -1.0888
H -1.9448 -1.5450 -0.7428
H -2.4167 -1.9442 -2.3751
H -3.7136 0.0152 -3.7876
H -2.0265 0.2512 -3.4782
H -3.1102 1.5911 -3.2271
C 2.4031 -3.2059 3.0050
C 3.1032 -3.3029 1.6864
O 3.8561 -4.2411 1.5130
C 2.8662 -2.2581 0.6118
H 1.6600 -4.0004 3.0727
H 1.9665 -2.2320 3.2267
H 3.0859 -3.4839 3.8079
H 3.3475 -2.4636 -0.3444
H 3.3843 -1.3289 0.8490
H 1.7974 -2.0551 0.5454
C -2.1033 2.5369 2.2330
C -2.0851 3.5430 1.0706
O -2.9870 3.6555 0.2268
C -0.8338 4.3630 0.9709
H -1.5485 2.9611 3.0699
H -1.6379 1.5696 2.0438
H -3.0868 2.3511 2.6646
H -0.9127 5.0987 1.7712
H -0.8672 4.8355 -0.0108
H 0.0889 3.7953 1.0917
C 2.9262 2.4010 1.6391
C 4.0249 3.2687 1.2123
O 4.0590 4.4727 1.4231
C 5.0893 2.5968 0.3810
H 2.5603 1.9784 0.7034
H 2.1685 2.9869 2.1594
H 3.3691 1.6554 2.2995
H 4.8377 1.6617 -0.1194
H 5.9873 2.3840 0.9609
H 5.2500 3.3592 -0.3813
```

Which of them is most stable, and which least? Most stable: a; least stable: b.

a:
Computed, not measured: a cluster of 2 separate species, C7H7N in total, with ωB97M-V/def2-TZVPD.

As for the total charge: 0. The calculation puts the frontier orbital gap at 10.4616 eV. The LUMO energy is 0.023 hartree. Its SMILES is c1ccncc1.C#C.

```
15
C7H7N, DFT ωB97M-V/def2-TZVPD
C 1.7593 0.3040 -1.8227
C 1.1845 -0.9183 -1.5823
C 0.2806 -0.9713 -0.4813
N -0.2314 0.1184 0.1817
C 0.4037 1.2614 -0.1419
C 1.4234 1.3907 -1.0924
H 2.3558 0.6563 -2.7296
H 1.6016 -1.8056 -1.9424
H -0.2033 -1.9449 -0.2620
H 0.1793 2.2417 0.3331
H 1.7224 2.3733 -1.5753
C -3.0657 -0.8540 3.1792
C -2.2762 -0.6464 2.2676
H -3.6005 -0.8497 4.2207
H -1.5339 -0.3555 1.4474
```

b:
Computed, not measured: an isolated molecule of C7H7N, with ωB97M-V/def2-TZVPD.

As for the total charge: 0. The calculation puts the frontier orbital gap at 8.7507 eV. The LUMO energy is 0.026 hartree. Its SMILES is C1=CC[C@]2(C=C1)C=N2.

```
15
C7H7N, DFT ωB97M-V/def2-TZVPD
C -1.8263 0.2260 0.0245
C -1.2259 -0.9414 0.0364
C 0.2304 -1.2217 0.2906
C 0.9649 0.0259 0.1036
C 0.2482 1.3249 0.1629
C -1.0754 1.4458 0.0597
C 2.2011 -0.0358 -0.6981
N 2.5094 0.0381 0.5334
H -2.8533 0.3951 -0.0515
H -1.9177 -1.8961 -0.0033
H 0.1798 -1.6550 1.2465
H 0.5690 -1.9945 -0.2660
H 1.0046 2.2058 0.1772
H -1.6647 2.3249 0.0130
H 2.6558 -0.2420 -1.6288
```

Which of them is most stable, and which least? Most stable: a; least stable: b.

a:
Computed, not measured: a structure of composition C3H8N3, with ωB97M-V/def2-TZVPD.

As for the total charge: +1. The calculation puts the frontier orbital gap (spin up / spin down) at 9.6864 / 6.7673 eV. The LUMO energy (spin up / spin down) is -0.161 / -0.277 hartree. Its spin multiplicity is 3. As for the expectation value of S²: 2.009.

```
14
C3H8N3, DFT ωB97M-V/def2-TZVPD
C -1.3327 -0.5499 1.2518
C 0.8695 0.1317 0.5755
C 0.0530 0.9645 -1.7936
N -1.6372 0.1150 0.1076
N 0.0186 -0.5233 1.5458
N 0.0082 0.4319 -0.5309
H -1.8946 -0.0225 2.0768
H -1.8354 -1.5188 0.9618
H 1.3226 1.0664 0.9591
H 1.6626 -0.5668 0.4512
H 0.9975 0.4209 -2.0849
H 0.2280 2.1206 -1.8025
H -0.9367 0.5849 -2.3880
H 0.4191 -1.2652 2.1257
```

b:
Computed, not measured: a cluster of 2 separate species, C3H8N3 in total, with ωB97M-V/def2-TZVPD.

As for the total charge: +1. The calculation puts the frontier orbital gap (spin up / spin down) at 9.0175 / 6.8185 eV. The LUMO energy (spin up / spin down) is -0.120 / -0.259 hartree. Its spin multiplicity is 3. As for the expectation value of S²: 2.022.

```
14
C3H8N3, DFT ωB97M-V/def2-TZVPD
C -1.6485 -1.0897 -1.7426
C -1.5283 -0.7953 -0.5819
C 1.3276 0.1249 -0.0349
N 0.6576 1.3986 0.3759
N 0.7537 -0.9168 0.6489
N -1.1574 -0.3360 0.5749
H -2.1866 -1.3784 -2.6380
H 1.0749 -0.0643 -1.0635
H 2.4583 -0.0378 0.0864
H 0.3687 1.9548 -0.4503
H 1.0372 2.1389 1.0555
H 0.7915 -1.1063 1.7347
H -0.4335 1.0818 0.6932
H -1.5152 -0.9745 1.3418
```

Which of them is most stable, and which least? Most stable: a; least stable: b.

a:
Computed, not measured: a structure of composition C3H9N3O, with ωB97M-V/def2-TZVPD.

As for the total charge: 0. The calculation puts the frontier orbital gap at 9.1444 eV. The LUMO energy is 0.025 hartree.

```
16
C3H9N3O, DFT ωB97M-V/def2-TZVPD
C -0.9497 -1.1140 -0.9322
C 0.4427 0.5333 1.7469
N -0.9092 -1.3669 0.3992
N -0.0936 0.4091 -0.9423
C -0.6292 0.5180 0.6916
N 1.3150 0.2476 -1.1096
O -1.6450 1.1719 0.7398
H -0.0600 -1.8734 0.6364
H -0.5189 1.2340 -1.3778
H 1.5067 -0.0204 -2.0702
H 1.7962 1.1241 -0.9254
H -1.9134 -0.7594 -1.2990
H -0.4111 -1.7535 -1.6391
H 1.3291 -0.0288 1.4649
H 0.7184 1.5709 1.9601
H 0.0219 0.1075 2.6567
```

b:
Computed, not measured: an isolated molecule of C3H9N3O, with ωB97M-V/def2-TZVPD.

As for the total charge: 0. The calculation puts the frontier orbital gap at 9.5870 eV. The LUMO energy is 0.030 hartree. Its SMILES is CCN/N=C\NO.

```
16
C3H9N3O, DFT ωB97M-V/def2-TZVPD
C -1.4472 -1.4137 -1.5381
C -1.4570 -0.2061 -0.5789
N -0.6632 -0.4524 0.5984
N 0.5997 -1.0129 0.2314
C 1.4971 -0.1150 0.3707
N 1.4564 1.2497 0.2007
O 0.4006 1.8603 0.8638
H -2.1105 -2.2181 -1.3154
H -0.4733 -1.9500 -1.6108
H -1.7712 -1.0234 -2.5756
H -0.9277 0.6150 -1.1066
H -2.5048 0.1435 -0.3182
H -1.2523 -1.1889 1.0701
H 2.4237 -0.4246 0.4753
H 2.2789 1.8267 0.4449
H -0.1748 1.2554 1.2910
```

Which of them is most stable, and which least? Most stable: a; least stable: b.